Below is 10 unconnected molecules or ions with the total composition C51H125O33P3 at a distorted geometry, with properties calculated with wB97M-V/def2-TZVPD.

```
212
Properties=species:S:1:pos:R:3:forces:R:3:lowdin_charge:R:1
C 13.23591 36.66427 -19.97637 0.7 -0.2 -0.2 -0.088
O 12.88719 36.64967 -21.36565 -0.3 0.3 -1.1 -0.246
P 13.99997 36.39545 -22.51321 1.2 1.3 0.4 0.445
O 15.29913 37.11069 -22.26266 -2.2 -1.6 -0.3 -0.257
O 14.05857 34.79435 -22.57500 0.3 1.1 -0.2 -0.210
C 12.87495 34.04251 -22.79591 -1.0 -0.4 -0.2 -0.113
O 13.30503 36.80677 -23.91820 0.3 -0.9 2.5 -0.224
C 12.84810 38.13800 -24.15617 -0.2 0.1 -1.7 -0.099
H 13.81250 37.56086 -19.74884 0.0 -0.1 0.0 0.091
H 13.83797 35.77228 -19.80323 0.1 0.1 0.4 0.085
H 12.35431 36.63964 -19.33585 -0.1 0.0 -0.4 0.063
H 11.94405 34.60769 -22.84191 0.3 0.6 0.0 0.083
H 12.69239 33.35666 -21.96864 0.5 -0.2 -0.1 0.087
H 12.94328 33.51879 -23.74941 0.2 -0.1 0.2 0.094
H 11.76530 38.11081 -24.27831 0.0 0.0 0.2 0.088
H 13.29645 38.30957 -25.13475 -0.3 0.6 0.0 0.091
H 13.11941 38.97018 -23.50658 0.4 -0.6 0.5 0.094
C 8.47370 35.07106 -14.92979 0.3 0.2 -0.2 -0.065
O 9.71550 34.91110 -15.65706 1.7 -0.5 0.7 -0.245
P 10.92385 33.99083 -15.03237 -1.0 0.5 -1.0 0.503
O 10.56428 32.54776 -15.00531 0.9 1.6 0.0 -0.238
O 11.24824 34.76505 -13.65628 1.2 -0.7 -0.5 -0.232
C 12.49069 34.45549 -12.87722 -0.8 -0.3 -0.4 -0.014
O 12.19788 34.38252 -15.99872 -1.2 -0.4 1.8 -0.243
C 12.23113 33.94346 -17.33153 -0.5 0.0 -1.5 -0.122
H 7.78877 34.29589 -15.27345 0.0 0.0 0.5 0.077
H 8.04705 36.03927 -15.19178 0.1 -0.1 -0.3 0.087
H 8.67815 35.10190 -13.85959 -0.2 -0.4 0.1 0.067
H 12.19084 33.87131 -12.00720 0.1 0.1 -0.1 0.073
H 12.99380 35.37302 -12.57204 -0.5 0.2 -0.2 0.072
H 13.19845 33.86734 -13.46138 -0.2 -0.1 -0.1 0.066
H 11.66406 33.04184 -17.56300 0.2 -0.5 0.7 0.069
H 13.26001 33.82046 -17.66972 0.0 0.0 0.3 0.087
H 11.74323 34.65964 -17.99270 0.2 0.5 0.1 0.077
C 14.83149 36.57460 -15.28260 -0.2 -0.6 -0.4 -0.106
O 14.31849 37.88183 -14.99828 -0.7 0.2 -0.5 -0.195
P 12.88024 38.35029 -15.56052 -0.4 -0.5 0.4 0.455
O 12.38266 37.62383 -16.76088 0.5 0.9 1.1 -0.230
O 13.02538 39.93415 -15.66033 0.5 0.1 -0.4 -0.204
C 12.44368 40.72926 -16.71302 -0.7 -0.8 -0.9 -0.074
O 11.99892 38.23852 -14.21152 1.0 -0.4 -0.1 -0.224
C 10.59311 38.07137 -14.22215 -0.9 0.5 -1.3 -0.083
H 14.25000 36.00782 -16.00973 -0.3 0.6 -0.3 0.057
H 14.79458 35.90760 -14.42130 0.2 0.5 0.5 0.065
H 15.84816 36.64281 -15.66968 0.0 0.3 0.2 0.097
H 13.08231 40.93659 -17.57165 0.8 -0.1 0.5 0.089
H 12.05786 41.68481 -16.35782 0.1 -0.3 0.5 0.092
H 11.64988 40.13663 -17.16773 -0.4 0.2 0.2 0.066
H 10.23524 38.36088 -15.21018 -0.2 -0.4 -0.3 0.079
H 10.06515 38.77942 -13.58339 0.5 -0.1 0.6 0.089
H 10.29526 37.04086 -14.02873 0.2 0.1 0.1 0.065
C 22.19566 33.27376 -9.22056 0.3 1.0 1.2 -0.059
O 21.45834 32.10128 -9.42977 0.3 -1.3 -1.5 -0.093
C 21.86628 31.28288 -10.53077 -1.3 0.1 2.3 -0.081
C 21.31441 31.86548 -11.85220 1.0 0.5 -2.0 -0.141
O 19.96802 31.79029 -12.07261 -0.5 -0.4 0.7 0.061
C 19.16640 32.77251 -11.46669 -1.0 1.1 -1.4 -0.085
C 17.66460 32.79731 -11.88331 0.6 -0.8 0.8 -0.172
O 17.17285 33.90321 -11.18386 0.7 -0.1 0.1 -0.177
C 15.76064 34.02910 -11.19938 0.0 0.0 0.6 -0.054
H 21.75787 33.75842 -8.34790 -0.4 0.1 -0.3 0.111
H 22.18709 33.95921 -10.06803 -0.1 -0.1 -0.2 0.105
H 23.22472 33.12865 -8.89178 0.2 -0.6 -0.5 0.112
H 21.37457 30.31886 -10.40038 -0.1 0.1 0.1 0.150
H 22.93763 31.08383 -10.55722 0.1 0.6 -0.4 0.157
H 21.81982 31.26738 -12.61046 -0.3 -0.4 -0.1 0.159
H 21.67415 32.87335 -12.05929 0.0 0.4 0.7 0.149
H 19.45847 33.74718 -11.85759 0.8 0.5 0.0 0.160
H 19.38255 32.86166 -10.40206 0.0 -0.4 0.6 0.158
H 17.17057 31.87341 -11.58255 -0.2 -0.1 0.0 0.136
H 17.56354 32.90762 -12.96299 0.1 -0.1 -0.2 0.121
H 15.26798 33.11276 -10.87426 -0.1 -0.2 -0.5 0.086
H 15.44290 34.36495 -12.18648 -0.3 -0.1 0.1 0.084
H 15.53526 34.74067 -10.40505 -0.1 0.3 -0.4 0.097
C 9.51407 31.12697 -18.38268 -0.9 -0.6 1.6 -0.093
O 8.07190 31.21986 -18.22838 0.8 0.6 -0.4 -0.182
C 7.65765 32.26108 -17.29779 -0.1 -2.1 -0.1 -0.161
C 6.14051 32.17602 -17.07411 -0.5 -0.6 -0.1 -0.155
O 5.72372 31.05253 -16.28333 1.2 -0.3 0.7 -0.146
C 4.36396 30.96689 -15.85797 0.3 0.1 -0.7 -0.162
C 4.16666 29.75590 -14.94174 -0.5 -0.6 0.1 -0.177
O 2.92813 29.86621 -14.20399 0.6 0.5 0.7 -0.185
C 2.71941 28.79908 -13.28175 -0.5 -0.4 -0.4 -0.116
H 9.82997 30.17571 -18.81094 -0.7 0.2 -0.9 0.084
H 9.93956 30.96594 -17.39216 0.2 0.7 0.5 0.069
H 9.98634 31.98940 -18.85308 -0.2 0.1 -0.2 0.073
H 7.95930 33.24745 -17.65019 -0.1 0.1 -0.1 0.105
H 8.17283 32.03881 -16.36329 0.1 0.3 0.3 0.101
H 5.61710 32.04424 -18.02111 0.1 0.5 -0.4 0.131
H 5.83941 33.11719 -16.61408 -0.2 0.1 0.1 0.095
H 3.75585 30.74146 -16.73403 -0.3 0.5 -0.2 0.126
H 4.07195 31.91900 -15.41488 -0.3 -0.1 0.3 0.115
H 5.06059 29.54798 -14.35372 -0.1 0.4 0.6 0.124
H 4.04385 28.85778 -15.54705 0.2 -0.1 -0.4 0.118
H 1.68627 28.69584 -12.94997 -0.5 0.6 -0.7 0.079
H 3.18355 28.86063 -12.29743 1.1 0.3 -0.3 0.083
H 2.92923 27.86208 -13.79761 0.4 -0.3 0.3 0.083
C 9.38250 37.53378 -18.15554 0.4 0.0 0.2 -0.121
O 8.03568 37.43080 -17.80329 -0.9 -0.6 -0.1 -0.162
C 7.40954 36.34357 -18.45904 -0.2 -0.2 0.5 -0.222
C 5.97447 36.18107 -18.05566 0.0 -0.5 1.3 -0.152
O 5.86524 35.76059 -16.63820 -0.3 -0.1 -1.2 -0.165
C 4.49257 35.52347 -16.25038 0.2 1.2 0.4 -0.167
C 4.29256 34.97130 -14.82411 -0.4 0.5 -0.4 -0.198
O 2.96110 34.43948 -14.71425 1.5 -0.4 0.3 -0.187
C 2.71857 34.18341 -13.32251 -1.1 0.3 -0.5 -0.096
H 9.98010 36.70335 -17.77958 0.0 -0.2 0.3 0.065
H 9.74321 38.44564 -17.67963 0.2 0.0 -0.3 0.076
H 9.50599 37.53043 -19.23852 0.1 0.4 -0.2 0.090
H 7.92033 35.39903 -18.27186 0.4 -0.1 0.1 0.111
H 7.36682 36.49034 -19.53826 0.3 0.2 -0.3 0.130
H 5.53059 35.40542 -18.67971 0.0 -0.3 0.0 0.124
H 5.47964 37.10613 -18.35144 -0.5 0.3 0.9 0.129
H 3.93728 34.91692 -16.96582 0.1 -0.2 -0.1 0.125
H 4.07719 36.53052 -16.21292 -0.7 0.0 -0.3 0.124
H 4.28984 35.77935 -14.09257 0.7 0.3 -0.1 0.097
H 5.06434 34.25943 -14.53135 0.0 -0.4 -0.1 0.117
H 2.05151 33.32159 -13.30279 0.2 0.0 0.3 0.091
H 2.19753 35.04296 -12.90086 -0.3 0.1 0.0 0.084
H 3.59538 34.07205 -12.68460 0.3 -0.5 -0.4 0.081
C 6.29991 30.36016 -6.11594 1.3 -0.2 -0.3 -0.077
O 7.57462 30.60360 -6.79486 -1.1 -0.7 -0.3 -0.190
C 7.89341 31.97786 -6.89960 -0.2 0.1 -0.1 -0.202
C 9.10235 32.29157 -7.85948 -1.0 -0.3 0.5 -0.177
O 9.00569 31.73073 -9.14375 1.2 0.1 -0.7 -0.156
C 8.03881 32.34980 -10.00283 -0.1 -1.8 0.2 -0.141
C 8.29818 32.19206 -11.52842 1.5 -1.5 0.3 -0.126
O 8.66815 30.82672 -11.95531 -2.1 1.0 2.5 -0.196
C 9.05066 30.65812 -13.27548 1.0 -0.1 -0.1 -0.136
H 5.45299 30.91787 -6.51568 0.3 0.8 0.1 0.083
H 6.49613 30.48875 -5.05148 -0.5 0.4 0.1 0.084
H 5.95331 29.33443 -6.24182 0.8 -0.3 -0.3 0.080
H 8.09226 32.34388 -5.89233 0.5 0.3 0.2 0.113
H 6.98227 32.51133 -7.17039 0.0 0.3 -0.6 0.112
H 10.02431 31.92685 -7.40664 0.0 -0.3 0.0 0.113
H 9.20193 33.37006 -7.98206 -0.2 0.3 0.4 0.105
H 7.92634 33.40687 -9.76182 -0.1 0.2 -0.1 0.114
H 7.17830 31.76416 -9.67936 -0.9 0.5 -0.7 0.129
H 9.18350 32.76212 -11.81011 -0.1 0.7 -0.1 0.095
H 7.40469 32.56291 -12.03065 0.0 0.0 -0.3 0.124
H 9.09207 29.58559 -13.46538 -0.2 -0.1 0.0 0.092
H 10.07969 31.01175 -13.33988 0.0 0.3 -0.7 0.056
H 8.39529 31.11846 -14.01486 0.0 0.2 0.0 0.078
C 5.47361 37.05585 -11.77669 0.0 -0.7 -0.6 -0.120
O 6.59327 36.23282 -11.76190 2.4 0.6 0.5 -0.184
C 7.83963 36.98104 -11.65135 0.2 -1.7 -0.2 -0.155
C 8.87672 36.07649 -10.94303 -0.7 1.9 0.2 -0.146
O 8.52182 35.90555 -9.56678 -0.3 -0.9 -0.4 -0.129
C 8.78658 37.00894 -8.73041 1.0 0.4 -0.1 -0.198
C 8.02860 36.92922 -7.40698 0.0 -0.6 -0.6 -0.187
O 8.30499 35.72165 -6.68227 0.9 1.3 -0.2 -0.203
C 9.56480 35.80765 -5.91426 -2.5 -1.2 -0.4 -0.054
H 5.48126 37.72645 -10.91743 -0.3 0.2 0.0 0.088
H 4.66918 36.32048 -11.76175 -0.5 0.6 0.2 0.080
H 5.47654 37.57099 -12.73727 -0.5 0.6 0.0 0.089
H 7.78110 37.97057 -11.19801 -0.6 -0.2 0.7 0.098
H 8.26758 37.24842 -12.61750 -0.2 -0.3 -0.6 0.101
H 9.81607 36.61930 -11.04843 0.3 0.0 0.3 0.103
H 9.01704 35.12973 -11.46462 -0.4 -0.2 0.4 0.105
H 8.61821 37.95933 -9.23688 -0.6 0.2 0.0 0.096
H 9.86795 37.06505 -8.60558 0.4 -0.2 0.5 0.113
H 6.97146 37.00444 -7.66171 -0.3 -0.7 0.2 0.123
H 8.18152 37.80548 -6.77698 0.6 0.2 0.0 0.113
H 9.35512 36.41032 -5.03056 0.5 0.3 -0.1 0.084
H 10.43400 36.09825 -6.50429 -0.1 0.1 0.0 0.081
H 9.58480 34.76351 -5.60205 0.9 0.1 0.2 0.078
C 15.69256 33.32879 -15.34346 1.0 0.2 -1.1 -0.143
O 15.34718 32.41182 -14.36806 -1.1 -0.7 0.1 -0.199
C 14.37199 31.43578 -14.84063 0.0 1.0 1.4 -0.139
C 13.94827 30.62183 -13.59610 -1.4 0.0 -0.4 -0.146
O 13.06199 31.32915 -12.69758 0.3 0.3 -0.4 -0.162
C 12.68054 30.61530 -11.50959 0.0 0.4 -0.1 -0.146
C 12.03962 31.55090 -10.44673 0.8 -1.1 -1.8 -0.191
O 13.03840 32.49427 -10.12581 -0.3 0.5 0.7 -0.207
C 12.49414 33.28398 -9.08322 0.1 0.5 -0.2 -0.097
H 16.50776 33.97160 -15.01123 0.1 -0.1 0.4 0.085
H 14.93100 34.01382 -15.71610 -0.6 -0.3 0.2 0.057
H 16.08930 32.77694 -16.19560 0.1 0.1 -0.5 0.096
H 14.69027 30.84995 -15.70294 1.1 -0.7 0.5 0.124
H 13.55852 31.92194 -15.37917 -0.7 0.6 0.9 0.108
H 14.78676 30.23148 -13.01933 0.4 0.1 -0.2 0.119
H 13.39935 29.77288 -14.00359 -0.1 -0.4 0.1 0.124
H 13.58711 30.18641 -11.08265 0.2 0.0 0.3 0.116
H 12.02417 29.77613 -11.73998 -0.3 0.0 -0.1 0.126
H 11.72125 30.95010 -9.59480 0.3 -0.2 0.3 0.128
H 11.10514 32.01981 -10.75491 0.0 0.2 -0.5 0.105
H 12.18114 32.61045 -8.28542 -0.1 0.3 0.3 0.086
H 11.66050 33.87881 -9.45651 -0.6 -0.2 0.0 0.085
H 13.17437 34.05990 -8.73204 0.6 -0.5 0.1 0.086
C 12.56879 37.73595 -10.65625 -1.2 -1.3 0.3 -0.095
O 11.30272 38.39614 -10.53391 1.2 0.3 0.1 -0.207
C 11.41905 39.81180 -10.71484 -0.9 -0.3 0.4 -0.172
C 10.21048 40.50207 -10.04554 0.4 -0.5 0.1 -0.186
O 8.98516 40.10670 -10.63127 -1.5 0.6 -0.9 -0.161
C 7.74017 40.87360 -10.41671 0.7 -1.1 0.3 -0.119
C 7.17567 40.66991 -8.99689 0.9 1.2 0.3 -0.177
O 8.08987 41.44767 -8.22382 0.4 0.8 1.0 -0.229
C 7.86247 41.63674 -6.80862 -1.1 -1.1 -1.2 -0.066
H 12.36959 36.67409 -10.51178 -0.5 -0.3 -0.2 0.064
H 13.24130 37.87301 -9.80946 0.3 1.1 -0.2 0.091
H 12.97923 37.77672 -11.66520 0.4 0.7 0.1 0.081
H 11.57012 40.01153 -11.77569 -0.4 0.2 -0.2 0.119
H 12.30004 40.21452 -10.21508 0.2 -0.1 0.3 0.120
H 10.41778 41.57217 -10.04029 -0.4 0.3 -0.3 0.128
H 10.17362 40.19008 -9.00180 0.3 0.0 0.2 0.118
H 7.01233 40.58751 -11.17599 0.2 -0.7 0.0 0.115
H 7.87068 41.93341 -10.63546 0.4 0.2 0.5 0.125
H 7.14389 39.66000 -8.58803 0.2 -0.4 -0.5 0.107
H 6.15930 41.05304 -8.90580 -0.2 0.3 -0.2 0.123
H 7.65187 40.64955 -6.39729 0.4 -0.2 0.5 0.073
H 6.93448 42.17638 -6.61957 0.0 0.5 -0.2 0.082
H 8.70378 42.13253 -6.32437 0.0 -0.2 -0.4 0.091
```
Forces are in eV/Å.

## Properties
Energy ... -150330.4984 eV
2S+1 ... 2
Total charge ... +1
⟨S²⟩ ... 0.76
Lowest unoccupied orbital energy (alpha / beta) ... -2.353 / -8.511 eV
Frontier orbital gap (alpha / beta) ... 7.84 / 1.68 eV
Max |F| ... 0.066 Eh/bohr
Molar mass ... 1359.450 g mol⁻¹